# 1
{
  "formula": "C12H40NO11",
  "method": "the ωB97M-V functional and the def2-TZVPD basis",
  "spin_multiplicity": 2,
  "orbital_gap_ev": [9.742, 3.182],
  "e_tot_ha": -1362.81494,
  "s2": 0.755,
  "e_homo_ev": [-15.20, -15.20],
  "total_charge": 2,
  "species": ["O", "O", "O", "O", "O", "O", "O", "O", "O", "O", "O", "N", "C", "C", "C", "C", "C", "C", "C", "C", "C", "C", "C", "C", "H", "H", "H", "H", "H", "H", "H", "H", "H", "H", "H", "H", "H", "H", "H", "H", "H", "H", "H", "H", "H", "H", "H", "H", "H", "H", "H", "H", "H", "H", "H", "H", "H", "H", "H", "H", "H", "H", "H", "H"],
  "xyz": [[1.4687, -1.8814, 3.3216], [0.2926, 4.1436, -1.3625], [1.3262, -3.0521, 0.5276], [-1.7561, -2.5314, 0.1917], [-1.5669, -1.3952, -2.8135], [5.7641, -0.6983, 0.1218], [-2.6077, 3.4751, 0.0169], [3.1800, -0.3819, -0.6849], [-4.9945, -0.9897, -4.0409], [-0.7914, 1.5442, -1.5582], [-0.6196, -0.2623, 1.8796], [0.4267, -0.7075, -0.5235], [-3.6117, -0.6468, -3.9945], [0.1123, 0.2555, 3.0042], [0.5885, -0.8929, 3.8928], [5.0053, 0.2381, 0.8339], [1.6410, 3.4207, 0.5764], [3.5019, -0.1924, 0.7485], [-2.1440, 1.4154, -1.2472], [-2.9448, -1.5276, -2.9326], [-2.4848, 2.1010, 0.0988], [0.8137, 4.5262, -0.0854], [0.1557, -3.8987, 0.5188], [-1.0680, -3.2949, 1.2039], [-0.3136, -1.4611, 4.1199], [-3.3923, -1.5668, -1.9395], [1.2700, -2.0034, 2.3904], [-3.4772, 1.7786, 0.4138], [-1.8190, 1.7911, 0.9043], [-1.1139, -1.8429, -3.5318], [2.0878, -3.4843, 0.1341], [-1.5064, -0.3868, 2.2256], [1.0706, 2.4989, 0.4622], [0.8801, 0.9565, 2.6768], [3.9766, -0.8799, -0.8822], [-0.2057, 4.8737, -1.7371], [0.9091, -0.5871, 4.8887], [0.1404, -1.6743, -0.5823], [-2.5095, 0.4138, -1.0209], [-3.0748, -0.8140, -4.9282], [-2.5151, -2.0458, 0.5230], [-1.7408, -4.0526, 1.6054], [1.4948, 5.3370, -0.3439], [-0.6908, -2.7203, 2.0498], [5.1553, 1.2421, 0.4368], [-0.6166, 2.4880, -1.5724], [2.6107, 3.1722, 0.1452], [3.3639, -1.1353, 1.2775], [0.0750, -4.2670, -0.5039], [-2.7121, 1.8650, -2.0616], [-0.0186, 4.9023, 0.5094], [0.2189, -0.2839, 0.3695], [0.4480, -4.7383, 1.1496], [-3.4584, 3.5169, -0.4261], [5.3155, 0.4876, 1.8486], [-3.1735, -2.4700, -3.4302], [2.8595, 0.5417, 1.2349], [-5.0444, -1.9483, -4.0243], [-0.5586, 0.8630, 3.6115], [1.4320, -0.6203, -0.5658], [1.7117, 3.6513, 1.6394], [0.0233, -0.1104, -1.2311], [-3.4667, 0.4233, -3.8463], [6.6775, -0.4772, 0.3178]],
  "lowdin_spin": [0.000, 0.125, 0.000, 0.000, 0.000, 0.000, 0.272, 0.000, 0.003, 0.268, 0.002, -0.001, 0.002, 0.000, 0.000, 0.000, 0.005, 0.000, 0.114, 0.001, 0.119, 0.018, 0.000, 0.000, 0.000, 0.000, 0.000, 0.024, 0.003, 0.000, 0.000, 0.000, 0.002, 0.000, 0.000, -0.001, 0.000, 0.000, 0.007, 0.001, 0.000, 0.000, 0.013, 0.000, 0.000, 0.001, 0.001, 0.000, 0.000, 0.012, 0.005, 0.000, 0.000, 0.002, 0.000, 0.000, 0.000, 0.000, 0.000, 0.000, 0.000, -0.001, 0.000, 0.000]
}

# 2
{
  "formula": "C12H41O12",
  "method": "the ωB97M-V functional and the def2-TZVPD basis",
  "spin_multiplicity": 1,
  "orbital_gap_ev": 9.627,
  "e_tot_ha": -1384.42545,
  "e_homo_ev": -6.71,
  "de_lowest_ev": 0.000,
  "total_charge": -1,
  "species": ["O", "O", "O", "O", "O", "O", "O", "O", "O", "O", "O", "O", "C", "C", "C", "C", "C", "C", "C", "C", "C", "C", "C", "C", "H", "H", "H", "H", "H", "H", "H", "H", "H", "H", "H", "H", "H", "H", "H", "H", "H", "H", "H", "H", "H", "H", "H", "H", "H", "H", "H", "H", "H", "H", "H", "H", "H", "H", "H", "H", "H", "H", "H", "H", "H"],
  "xyz": [[-0.6397, 0.3381, -1.5134], [1.1536, -2.6527, 2.6441], [-2.6192, 1.1388, 0.6368], [0.2658, 3.8845, 0.1467], [-0.1779, 1.2661, 2.9312], [-0.0060, -2.5207, -1.6040], [0.1417, 0.8270, 0.4278], [2.8140, -1.3204, 0.8116], [3.4828, 1.7449, -1.6515], [-3.7291, -0.0199, -5.3449], [1.6355, -0.6257, -3.7758], [1.5066, 0.0694, -1.1225], [-4.2060, 0.7204, 2.2926], [-0.0772, -2.1970, 2.9840], [-0.2152, -3.1570, -0.2965], [3.2691, 3.0300, -1.2255], [0.8421, 4.4515, 1.2808], [0.8480, 1.0486, 3.8205], [2.8567, -1.3081, -3.9591], [-3.5679, -0.1130, -3.8969], [-3.1321, 0.0187, 1.4521], [0.4124, 0.4007, -0.6923], [3.5412, -2.4637, 0.2519], [-3.7209, -1.0407, 0.6261], [2.8217, -1.9491, -3.1453], [-2.1757, -0.2604, 2.0342], [-3.1360, 0.5140, -5.5599], [-4.3778, -0.0778, 2.9625], [-0.8034, -2.8279, 2.5716], [0.6589, -3.9516, -0.0145], [-1.8179, 1.3606, 0.9925], [3.8646, 3.7097, -1.5561], [0.5614, 0.3182, 4.5655], [3.1858, -3.3807, 0.5297], [3.1519, -1.7138, -4.9386], [-4.6578, 0.0125, -3.3784], [1.7596, 0.7223, 3.3287], [-4.5855, -0.4741, 0.0234], [0.6875, 3.1340, -0.1118], [1.7274, -2.0845, 2.4788], [-5.0271, 0.9447, 1.7580], [-0.0267, 1.2809, 1.9812], [-3.7694, 1.6008, 2.7205], [0.3063, 5.0740, 1.9785], [-1.4834, 0.1903, -0.9944], [1.5989, 5.1000, 1.0606], [2.3657, 3.2404, -1.6601], [1.3194, 3.5557, 1.8367], [-0.0262, -2.0808, 4.0862], [-1.1403, -3.9075, -0.3567], [2.5866, 1.4102, -1.6332], [4.5723, -2.4305, 0.5577], [-2.7173, 0.3704, -3.4596], [2.2810, -0.9326, 0.2224], [-3.2433, -1.1480, -3.4327], [-0.4044, -1.2184, 2.5305], [-4.2578, -1.5759, 1.4016], [3.7700, -0.8465, -3.9082], [1.0325, 1.9188, 4.2845], [-2.8863, -1.5187, -0.0335], [3.5595, -2.3801, -0.8710], [-0.4286, -2.4036, 0.4775], [-0.1038, -1.5078, -1.5305], [1.4628, -0.3669, -2.8897], [3.1166, 3.0599, -0.1323]],
  "mulliken_charge": [-0.577, -0.412, -0.619, -0.511, -0.554, -0.576, -0.259, -0.579, -0.597, -0.468, -0.647, -0.620, -1.762, -0.749, 0.153, -1.032, -0.645, -0.925, -0.780, -0.254, 1.603, 0.597, -0.660, -0.999, 0.208, -0.449, 0.272, 0.496, 0.443, 0.171, 0.107, 0.542, 0.275, 0.331, 0.331, 0.181, 0.258, 0.194, 0.191, 0.288, 0.455, 0.578, 0.374, 0.305, 0.168, 0.378, 0.417, 0.139, 0.360, 0.252, 0.456, 0.332, 0.105, 0.284, 0.184, 0.074, 0.426, 0.282, 0.451, 0.188, 0.077, -0.344, 0.376, 0.508, 0.206]
}

# 3
{
  "formula": "C12H42O12",
  "method": "the ωB97M-V functional and the def2-TZVPD basis",
  "smiles": "COC(=O)OC.CO.CO.CO.CO.CO.CO.CO.CO.CO",
  "spin_multiplicity": 1,
  "orbital_gap_ev": 10.217,
  "e_tot_ha": -1385.10835,
  "e_homo_ev": -9.81,
  "de_lowest_ev": 2.524,
  "species": ["O", "O", "O", "O", "O", "O", "O", "O", "O", "O", "O", "O", "C", "C", "C", "C", "C", "C", "C", "C", "C", "C", "C", "C", "H", "H", "H", "H", "H", "H", "H", "H", "H", "H", "H", "H", "H", "H", "H", "H", "H", "H", "H", "H", "H", "H", "H", "H", "H", "H", "H", "H", "H", "H", "H", "H", "H", "H", "H", "H", "H", "H", "H", "H", "H", "H"],
  "xyz": [[6.9122, 14.6504, 9.7893], [12.4017, 12.4841, 8.4709], [5.6083, 12.5242, 6.3223], [5.5346, 5.7773, 8.9778], [7.5578, 6.7747, 4.9515], [5.1281, 10.5323, 10.7790], [8.7445, 7.7540, 9.7118], [9.5757, 11.5306, 11.8161], [8.6257, 15.7995, 9.3467], [7.9848, 13.1296, 4.9928], [6.9535, 9.3030, 8.6567], [8.9925, 13.6699, 10.0418], [8.2107, 7.9642, 5.4412], [7.8958, 7.2628, 10.7268], [10.3901, 10.5474, 11.2460], [9.9554, 16.0566, 8.8403], [6.2434, 13.4312, 10.1912], [5.8310, 6.1996, 7.6468], [6.1592, 10.4342, 11.7952], [8.2279, 14.5855, 9.7394], [7.6034, 10.5044, 8.4281], [8.2667, 14.5017, 5.2649], [11.2723, 12.1269, 7.6632], [5.2497, 11.4218, 5.4994], [8.9313, 8.3903, 4.7432], [4.6276, 6.0366, 9.1556], [6.3185, 9.4172, 12.1537], [5.1735, 13.2634, 5.8908], [6.8422, 7.4868, 10.5600], [6.6705, 13.0618, 11.1235], [6.4624, 12.6495, 9.4637], [7.4881, 12.8026, 5.7464], [5.6642, 7.2621, 7.4699], [5.1512, 10.5054, 6.0813], [9.6541, 7.5145, 9.9038], [8.3972, 10.3536, 7.6965], [8.7579, 7.8277, 6.3740], [5.4797, 10.1652, 9.9646], [6.8739, 5.9787, 7.4193], [5.2310, 5.6949, 6.8896], [5.1605, 13.5351, 10.2599], [5.9390, 11.3173, 4.6616], [8.1025, 10.8030, 9.3499], [10.4779, 11.6485, 8.2361], [10.1299, 15.3235, 8.0527], [10.0362, 17.0846, 8.4870], [8.1762, 7.6344, 11.7124], [11.6266, 11.4770, 6.8631], [7.3855, 8.6550, 5.6143], [11.1584, 11.0011, 10.6199], [9.4160, 12.1841, 11.1313], [7.6242, 8.6661, 8.9140], [10.6755, 15.8527, 9.6328], [9.8039, 9.8638, 10.6319], [7.3676, 15.1179, 5.2549], [8.9974, 14.9704, 4.6057], [7.1002, 10.8204, 11.4036], [12.8793, 11.7127, 8.7846], [8.6920, 14.5736, 6.2659], [10.8299, 13.0432, 7.2724], [6.9087, 11.2382, 8.0193], [4.2931, 11.5573, 4.9948], [6.9865, 6.9761, 4.2068], [6.0070, 11.1300, 12.6202], [7.9375, 6.1897, 10.9131], [10.9064, 9.9794, 12.0199]],
  "mulliken_charge": [-0.325, -0.558, -0.447, -0.527, -0.549, -0.593, -0.585, -0.501, -0.390, -0.490, -0.351, -0.655, -0.337, -0.740, -0.103, -0.441, -0.230, -0.418, -0.366, 0.757, -0.337, -0.389, -0.002, -0.616, 0.365, 0.289, 0.227, 0.282, 0.246, 0.272, -0.056, 0.269, 0.052, 0.116, 0.281, 0.441, 0.131, 0.346, 0.177, 0.435, 0.319, 0.259, 0.005, -0.092, 0.098, 0.212, 0.307, 0.391, 0.100, 0.118, 0.460, 0.303, 0.276, -0.082, 0.279, 0.298, 0.006, 0.292, 0.010, -0.013, -0.069, 0.440, 0.309, 0.392, 0.369, 0.329]
}

# 4
{
  "formula": "C12H43BF4NO9",
  "method": "the ωB97M-V functional and the def2-TZVPD basis",
  "spin_multiplicity": 1,
  "orbital_gap_ev": 9.464,
  "e_tot_ha": -1639.49927,
  "e_homo_ev": -6.69,
  "de_lowest_ev": 0.000,
  "total_charge": -1,
  "species": ["F", "F", "F", "F", "O", "O", "O", "O", "O", "O", "O", "O", "O", "N", "C", "C", "C", "C", "C", "C", "C", "C", "C", "C", "C", "C", "B", "H", "H", "H", "H", "H", "H", "H", "H", "H", "H", "H", "H", "H", "H", "H", "H", "H", "H", "H", "H", "H", "H", "H", "H", "H", "H", "H", "H", "H", "H", "H", "H", "H", "H", "H", "H", "H", "H", "H", "H", "H", "H", "H"],
  "xyz": [[-0.0828, 0.9001, -0.8182], [-1.3821, -1.0399, -0.8368], [0.9034, -1.1216, -1.2743], [0.0850, -0.6345, 0.8344], [2.9621, 0.1066, 1.2757], [-2.4542, -1.8265, 1.5893], [0.2919, -4.3737, -4.6824], [0.0339, 4.3035, 2.9604], [2.8004, -0.9973, -3.1564], [-1.8461, 0.2874, -3.5396], [-4.0226, -1.4373, -1.6596], [-3.2350, -4.3816, -1.2798], [-2.6514, 1.0997, 1.1551], [-1.3178, 3.3717, -0.4513], [-0.7305, 4.4445, 1.8001], [2.6563, 0.3243, -2.6618], [-1.9284, -1.9086, 2.9151], [0.9372, 3.4401, 0.1709], [1.3266, -3.4595, -4.2968], [-0.1871, 3.0791, 3.6575], [2.3436, -4.1628, -3.4406], [3.8434, 0.7002, -1.7315], [-0.4719, 3.3703, 0.7552], [-2.7063, -1.0594, 3.8746], [1.6841, -0.2875, 3.2658], [2.0716, 0.7325, 2.1803], [-0.1229, -0.4822, -0.5643], [-2.7981, 0.1751, 1.4229], [-0.6822, 5.4424, 1.3635], [2.7705, 1.0859, -3.4356], [-1.9410, 1.0401, 0.5047], [-1.8765, 1.2055, -3.2506], [-3.7849, -1.2160, 3.8480], [-1.1029, 2.5396, -0.9924], [-2.3642, -1.2552, 4.8984], [2.8196, -5.0198, -3.9123], [-1.1462, 3.1887, 4.1674], [-2.5069, 0.0096, 3.7684], [-0.5720, 2.3394, 1.1068], [4.0972, 0.0012, -0.9360], [-2.3074, 3.2090, -0.2630], [4.7578, 0.8284, -2.3152], [1.9451, -4.4817, -2.4731], [1.7946, -2.9972, -5.1747], [0.6475, 2.8562, 4.3139], [1.5062, -1.2200, 2.7219], [1.0157, 2.7810, -0.6967], [-3.1491, -1.1729, -1.3235], [2.4961, -0.5972, 3.9336], [2.5960, 1.6176, 2.5435], [1.7743, 3.2654, 0.8445], [-2.9689, -3.4575, -1.2221], [-1.8089, 4.3910, 2.0295], [2.4181, -0.3754, 0.6386], [0.8224, -0.0693, 3.8982], [-0.2686, 2.2560, 2.9467], [1.7417, 0.4182, -2.0786], [3.5725, 1.6450, -1.2471], [1.1184, 1.0346, 1.7422], [-0.8727, -1.6170, 2.9608], [1.1299, 4.3986, -0.3297], [3.1008, -3.4502, -3.0975], [-1.7379, -1.6042, 0.9646], [-0.3999, -3.8450, -5.0904], [-4.4566, -0.6087, -1.8803], [-1.3015, -0.1549, -2.8767], [0.8417, -2.6166, -3.7930], [-1.8917, -2.9819, 3.1396], [-4.0658, -4.4144, -0.7972], [2.2375, -1.5609, -2.6130]],
  "mulliken_charge": [-0.327, -0.411, -0.024, -0.257, -0.608, -0.584, -0.559, -0.386, -0.589, -0.693, -0.638, -0.647, -0.707, -0.991, -1.032, 0.509, 0.443, -1.322, 0.393, -0.296, -1.076, -1.063, 3.143, -1.203, -1.133, 0.572, 0.533, 0.502, 0.386, 0.314, -0.020, 0.377, 0.327, 0.302, 0.403, 0.333, 0.367, 0.204, -1.712, 0.204, 0.375, 0.409, 0.271, 0.236, 0.267, 0.219, 0.063, 0.349, 0.397, 0.486, 0.235, 0.291, 0.364, 0.321, 0.257, -0.156, -0.381, 0.252, -0.595, -0.363, 0.413, 0.374, 0.230, 0.315, 0.307, 0.190, -0.151, 0.363, 0.300, 0.329]
}